[1]
3 unconnected molecules or ions with the total composition C5H14N2O. Source: the OMol25 dataset; level of theory: wB97M-V/def2-TZVPD.

Structure (XYZ):
```
22
Properties=species:S:1:pos:R:3:forces:R:3:lowdin_charge:R:1
H -0.53267 -0.13733 -1.94697 0.868 -1.242 2.044 0.12
N -0.33131 -0.73961 -1.05380 -0.573 1.313 -1.682 0.11
C 0.07064 -0.04682 -0.06286 -0.859 2.048 -0.291 -0.50
C 0.19083 -0.71492 1.26334 0.977 1.836 0.387 -0.03
C 0.24394 1.48759 -0.14580 0.990 2.366 -0.670 -0.24
C -1.11389 2.20608 0.09614 2.404 1.678 3.146 -0.11
H -0.45378 -1.54838 1.17843 -0.805 -0.855 0.856 0.05
H 1.19993 -1.07668 1.14990 0.585 -0.384 0.832 0.04
H 0.15195 -0.01484 2.18849 -0.290 -1.388 -1.702 0.13
H 0.87963 2.08847 0.60554 -0.339 -1.966 -0.602 0.13
H 0.74607 1.89218 -1.13672 -1.326 -1.329 1.446 0.13
H -0.89902 3.30213 0.08790 -0.449 -0.610 -1.117 0.08
H -1.29626 2.22680 1.22920 -0.403 -1.047 -1.464 0.09
H -1.90820 1.87123 -0.48744 -1.437 -0.300 -0.822 0.04
C 2.66854 -0.49311 -0.90220 1.193 -2.946 1.421 -0.12
N 3.10907 -1.02388 0.16387 0.622 0.065 0.105 0.03
H 2.38061 0.45760 -0.70506 -0.918 3.063 -0.497 0.00
H 2.49842 -0.99822 -1.82831 0.075 -0.142 -0.774 0.08
H 3.43798 -1.98460 0.13133 -0.223 -0.177 -0.554 0.05
O -2.84313 -2.10026 -0.34942 -5.076 1.129 3.701 -0.07
H -1.97350 -2.02607 -0.54147 4.713 0.542 -1.217 -0.10
H -2.95303 -1.53812 0.51285 0.271 -1.655 -2.546 0.09
```
Positions in Å, forces in eV/Å.

Summary:
**Gap between HOMO and LUMO**: 0.3949 Ha
**HOMO level**: -10.05 eV
**Relative energy (zero: lowest compared OMol25 entry of this formula, charge and spin)**: 95.0 kcal/mol
**Multiplicity**: 1
**Electronic energy**: -383.54931 Eh

[2]
A molecular structure, C14H28EuN4OP2. Source: the OMol25 dataset; level of theory: wB97M-V/def2-TZVPD.

Structure (XYZ):
```
50
Properties=species:S:1:pos:R:3:forces:R:3:lowdin_charge:R:1
Eu -0.01083 -0.27263 0.13799 1.279 -0.567 1.994 1.24
P 0.94299 0.01938 2.78803 0.845 0.920 1.795 0.68
P 1.34867 -2.05209 -1.59736 1.296 -1.329 0.062 0.75
N -0.87389 1.87693 0.57821 0.303 -0.291 -0.879 -0.27
N -0.88856 0.47332 -1.86194 0.478 -0.026 -1.294 -0.13
H -2.35215 3.11187 -0.33417 -0.219 -0.254 0.039 0.12
H -2.56012 1.67807 -2.35869 0.376 0.096 -0.242 0.13
H -2.83951 1.41269 -0.03136 -0.010 0.226 -0.323 0.10
C -2.00205 2.06604 -0.34288 0.509 0.518 0.702 -0.24
H -1.00512 2.57734 -2.26566 -0.183 -0.624 0.298 0.13
C -1.60330 1.75353 -1.81371 -0.564 -0.288 0.034 -0.18
H -1.80035 2.60427 2.28621 0.385 -0.048 -0.059 0.11
H -0.85225 0.07202 -3.90626 0.212 0.095 0.353 0.13
C -0.95426 1.99380 1.90716 -0.644 0.547 0.833 -0.35
C -0.46423 -0.20808 -2.90629 -1.229 1.136 -1.015 -0.25
C -0.11979 1.51153 2.92173 -0.778 -0.308 -0.105 -0.43
C 0.41552 -1.31035 -2.98223 0.091 -0.542 -0.348 -0.30
H -0.37947 1.95956 3.89724 0.396 -0.600 -0.476 0.04
H 0.47636 -1.73292 -3.99256 0.124 0.158 0.434 0.07
H 2.75211 -2.26351 -1.96153 -1.136 0.470 -0.354 -0.05
H 1.07491 -3.47460 -1.63705 -0.226 0.841 -0.345 -0.06
H 2.26463 0.46272 3.14101 -0.448 -0.123 -0.207 -0.09
H 0.82628 -0.77643 4.01666 -0.360 0.811 -0.826 -0.07
H 1.34744 1.85911 -2.30645 -0.068 -0.035 0.274 0.11
C 2.10487 2.13425 -1.55140 -0.055 -0.310 -0.006 -0.51
C 3.35880 1.33946 -1.85367 0.544 0.152 -0.287 -0.05
C 2.24890 3.64074 -1.58239 0.245 0.225 0.199 -0.04
O 1.71295 1.69477 -0.23340 -0.542 0.408 -0.244 -0.20
H 3.84514 1.65705 -2.79405 -0.291 -0.117 0.394 0.10
H 4.06563 1.47926 -1.03103 0.024 0.010 -0.131 0.09
H 3.15497 0.25976 -1.92435 -0.056 0.333 0.011 0.04
H 1.28117 4.13109 -1.40421 0.187 -0.143 -0.059 0.08
H 2.93199 3.96340 -0.78787 -0.048 -0.021 -0.172 0.10
H 2.63862 3.98867 -2.54574 -0.094 -0.092 0.155 0.09
H 0.95049 2.24807 0.09526 0.431 -0.500 -0.328 0.06
C -5.29142 -2.94914 0.35875 -0.215 0.342 -0.210 -0.01
C -3.82971 -2.85634 0.62803 0.731 -0.776 0.601 -0.28
C -2.91222 -3.69061 1.28798 -0.262 0.292 -0.253 0.03
C -1.65012 -3.05440 1.21534 -1.811 0.729 -0.766 -0.34
N -1.79243 -1.88075 0.55742 -1.139 -0.824 -0.118 -0.09
N -3.12446 -1.80225 0.20763 0.798 0.382 -0.002 0.03
C -0.32939 -3.49192 1.71448 0.857 0.101 0.054 -0.05
H -5.55335 -3.81713 -0.24467 0.145 -0.028 -0.013 0.09
H -5.88714 -3.00061 1.27101 0.176 0.028 0.036 0.09
H -5.60120 -2.04854 -0.19287 -0.059 -0.309 0.154 0.08
H -3.14811 -4.63785 1.75193 0.074 0.119 -0.041 0.12
H -3.49074 -1.02010 -0.34731 0.484 -0.571 0.547 0.16
H -0.32795 -3.59999 2.80784 0.024 0.084 -0.297 0.09
H -0.03665 -4.46257 1.28630 -0.143 0.295 0.108 0.09
H 0.44980 -2.74495 1.43383 -0.434 -0.590 0.326 0.01
```
Positions in Å, forces in eV/Å.

Summary:
**Gap between HOMO and LUMO (spin up / spin down)**: 0.2606 / 0.1587 Ha
**Charge**: +1
**HOMO level (spin up / spin down)**: -9.58 / -9.92 eV
**Relative energy (zero: lowest compared OMol25 entry of this formula, charge and spin)**: 0.0 kcal/mol
**Multiplicity**: 9
**<S²>**: 20.04
**Electronic energy**: -2237.21342 Eh

[3]
C2H4N2S in the gas phase. Source: the OMol25 dataset; level of theory: wB97M-V/def2-TZVPD.

Structure (XYZ):
```
9
Properties=species:S:1:pos:R:3:forces:R:3:lowdin_charge:R:1
C -0.04619 -0.28747 0.36649 -0.484 2.452 -2.614 -0.24
C 0.02608 1.34581 0.25737 2.093 -2.745 0.127 -0.66
N -1.46274 -0.39247 0.00263 -0.165 1.243 1.682 0.02
N -1.27738 1.63243 -0.31937 -0.975 -0.991 -1.258 -0.31
S -1.08976 2.14110 1.20600 -1.834 2.051 2.958 0.90
H 0.60235 -0.62581 -0.43390 0.391 -0.471 0.082 0.09
H 0.14764 -0.75705 1.30426 0.264 0.001 0.635 0.08
H 0.86318 2.01775 0.02047 0.032 -0.985 -0.388 0.09
H -1.74787 -0.38319 -0.94873 0.676 -0.554 -1.225 0.03
```
Positions in Å, forces in eV/Å.

Summary:
**Gap between HOMO and LUMO (spin up / spin down)**: 0.3169 / 0.3271 Ha
**HOMO level (spin up / spin down)**: -8.65 / -9.24 eV
**Relative energy (zero: lowest compared OMol25 entry of this formula, charge and spin)**: 109.6 kcal/mol
**Multiplicity**: 1
**Electronic energy**: -586.11971 Eh

Per-record max |F|, eV Å⁻¹: 6.38; 2.44; 4.04